Record 1
This record from the Open Molecules 2025 dataset describes one molecule with the formula C2H5IO in a non-equilibrium geometry. The level of theory is wB97M-V/def2-TZVPD.

## Properties
Charge: 0
HOMO energy, eV: -8.76
Relative energy (zero: lowest compared OMol25 entry of this formula, charge and spin), kJ/mol: 82.87
SMILES: C[C@H](O)I
Kohn-Sham gap, eV: 8.392

Each line ends with the natural charge from an NBO analysis.
Atoms and positions in Å:
C -0.192 -0.410 0.781  -0.710
C 0.604 0.250 -0.297  0.308
O 0.130 1.485 -0.672  -0.676
I -0.084 -1.468 -2.181  -0.348
H -1.249 -0.177 0.621  0.221
H -0.200 -1.573 0.799  0.269
H 0.172 0.072 1.677  0.222
H 1.651 0.081 -0.260  0.206
H -0.832 1.739 -0.467  0.508



Record 2
This record from the Open Molecules 2025 dataset describes C2H5InO as an isolated structure in a non-equilibrium geometry. The level of theory is wB97M-V/def2-TZVPD.

## Properties
Charge: +2
HOMO energy, eV: -20.76
Relative energy (zero: lowest compared OMol25 entry of this formula, charge and spin), kJ/mol: 180.40
Kohn-Sham gap, eV: 4.972

Each line ends with the Löwdin charge.
Atoms and positions in Å:
In -1.954 -2.412 -0.871  1.731
C 0.773 0.691 -0.252  0.000
C -0.253 -0.105 0.509  -0.214
O -1.163 -0.796 -0.300  -0.270
H 1.454 -0.032 -0.702  0.120
H 1.303 1.387 0.398  0.130
H 0.445 1.370 -1.038  0.115
H -0.873 0.629 1.024  0.203
H 0.268 -0.732 1.233  0.185